No. 1
A cluster of 7 separate species, C23H50BN8O7 in total at a distorted geometry. Source: the Open Molecules 2025 dataset; level of theory: ωB97M-V with the def2-TZVPD basis set.

Summary:
ΔE to the lowest compared entry with this formula, charge and spin	4.351	eV
net charge	+1

Positions of all 89 atoms, in Å:
N  7.2310  -1.9767  1.8753
B  6.2920  -0.8307  2.3136
O  6.9622  0.3869  2.8260
N  4.7551  -0.9919  2.2544
C  3.8033  0.1698  2.0078
C  2.1615  -0.0337  1.9905
C  1.5904  -1.5766  2.2748
C  2.6641  -2.8160  2.5288
C  4.2592  -2.4314  2.5021
H  8.0715  -1.5715  1.3783
H  7.6227  -2.3208  2.8033
H  6.3081  1.1685  2.7598
H  4.2727  1.2384  1.8359
H  1.4735  0.8920  1.7711
H  0.4265  -1.7547  2.2898
H  2.3259  -3.9300  2.7025
H  5.0556  -3.3025  2.6814
C  1.3952  2.4254  -0.3702
O  0.9958  2.6633  0.7624
N  0.6199  2.4358  -1.5098
C  1.1707  2.1425  -2.8162
C  -0.7895  2.7496  -1.3991
H  2.4506  2.1750  -0.5679
H  1.0186  3.0089  -3.4662
H  0.6509  1.2746  -3.2318
H  2.2402  1.9243  -2.7529
H  -0.8991  3.7487  -0.9666
H  -1.2650  2.0230  -0.7333
H  -1.2702  2.7189  -2.3808
C  -1.4483  -4.2187  4.8779
O  -1.3135  -3.9774  3.6851
N  -0.6607  -3.7130  5.8896
C  -0.8870  -4.0484  7.2797
C  0.4274  -2.8184  5.5541
H  -2.2451  -4.8873  5.2436
H  -1.0905  -3.1291  7.8363
H  0.0113  -4.5287  7.6779
H  -1.7359  -4.7290  7.3876
H  0.0222  -1.9423  5.0387
H  1.1186  -3.3349  4.8811
H  0.9591  -2.5018  6.4556
C  -1.9844  -0.3468  -2.6022
O  -1.3225  0.5959  -3.0174
N  -1.5990  -1.6697  -2.6343
C  -2.4428  -2.7282  -2.1209
C  -0.3106  -2.0138  -3.1988
H  -2.9801  -0.1975  -2.1528
H  -1.9093  -3.2481  -1.3200
H  -2.6635  -3.4286  -2.9314
H  -3.3808  -2.3280  -1.7267
H  0.4738  -1.4984  -2.6363
H  -0.2766  -1.6780  -4.2397
H  -0.1457  -3.0939  -3.1550
C  -4.9334  -2.2551  -4.0316
O  -4.4136  -3.3279  -3.7522
N  -6.1525  -2.0959  -4.6546
C  -6.6987  -0.7882  -4.9506
C  -6.9121  -3.2716  -5.0255
H  -4.4412  -1.2976  -3.7940
H  -7.6588  -0.6820  -4.4375
H  -6.8473  -0.7038  -6.0309
H  -6.0239  0.0052  -4.6179
H  -7.1223  -3.8582  -4.1260
H  -6.3148  -3.8799  -5.7114
H  -7.8516  -2.9882  -5.5078
C  -4.2372  2.3722  -0.2029
O  -3.2444  1.6776  -0.3787
N  -4.4444  3.2138  0.8688
C  -5.6500  4.0041  1.0029
C  -3.4258  3.3121  1.8934
H  -5.0733  2.3739  -0.9216
H  -5.3768  5.0627  1.0340
H  -6.1528  3.7261  1.9336
H  -6.3288  3.8328  0.1631
H  -2.4919  3.6523  1.4358
H  -3.2640  2.3223  2.3309
H  -3.7301  4.0144  2.6743
C  4.9482  3.5317  -2.2672
O  5.1366  3.6228  -3.4735
N  5.9347  3.4595  -1.3073
C  5.6273  3.3531  0.1035
C  7.3222  3.4908  -1.7205
H  3.9305  3.4998  -1.8442
H  6.0619  4.2105  0.6253
H  6.0621  2.4273  0.4908
H  4.5470  3.3403  0.2714
H  7.5123  4.4237  -2.2599
H  7.5125  2.6494  -2.3937
H  7.9850  3.4255  -0.8533

=====

No. 2
A cluster of 6 separate species, C23H50ClF3N5O15PSi in total at a distorted geometry. Source: the Open Molecules 2025 dataset; level of theory: ωB97M-V with the def2-TZVPD basis set.

Summary:
net charge	0
SMILES	CCOP(=O)(CCC[Si@](Cl)(CCCCCCCCOC(C)=O)C(F)(F)F)OCC.C[N+](=O)[O-].C[N+](=O)[O-].C[N+](=O)[O-].C[N+](=O)[O-].C[N+](=O)[O-]

Positions of all 99 atoms, in Å:
C  1.4918  5.0071  0.5433
C  1.6324  3.8860  -0.4680
O  2.5748  2.9270  0.0636
P  1.9105  1.4812  0.3464
O  0.5539  1.5778  0.8902
C  2.0186  0.5559  -1.2029
C  1.9350  -0.9787  -1.0596
C  1.1175  -1.4769  0.1476
Si  -0.7502  -1.4065  -0.0881
Cl  -1.3320  0.1737  -1.3057
C  -1.4979  -1.3450  1.6297
C  -3.0132  -0.9607  1.6588
C  -3.1854  0.4638  2.2026
C  -4.6179  0.8333  2.6290
C  -5.7521  0.4639  1.6407
C  -6.3292  1.6469  0.8150
C  -5.8603  1.6351  -0.6559
C  -4.3849  2.0208  -0.7070
O  -3.9354  2.4184  -2.0142
C  -4.4709  3.5810  -2.4416
C  -4.4422  4.8524  -1.6293
O  -4.9853  3.5774  -3.5020
C  -1.3944  -3.0633  -0.8820
F  -1.6816  -4.0035  0.0132
F  -2.5641  -2.8048  -1.5085
F  -0.5744  -3.5687  -1.8092
O  2.8729  0.8311  1.4791
C  3.0076  1.7068  2.6081
C  4.3772  2.4325  2.5886
H  2.4628  5.4984  0.6287
H  0.7920  5.7668  0.1992
H  1.2404  4.6377  1.5350
H  2.0855  4.2801  -1.3794
H  0.6731  3.4539  -0.7516
H  1.3073  0.9747  -1.9075
H  2.9914  0.7866  -1.6264
H  2.9147  -1.4533  -1.0888
H  1.4270  -1.3481  -1.9555
H  1.3336  -2.5591  0.2420
H  1.3988  -1.0348  1.0971
H  -1.3756  -2.3028  2.1349
H  -0.9536  -0.5760  2.1788
H  -3.6255  -1.6692  2.2160
H  -3.3889  -0.9618  0.6287
H  -2.7543  1.1910  1.5160
H  -2.5656  0.5281  3.1026
H  -4.8254  0.4636  3.6310
H  -4.6408  1.9235  2.7228
H  -5.4935  -0.3341  0.9444
H  -6.5767  0.0816  2.2440
H  -7.4104  1.5130  0.7889
H  -6.0858  2.6263  1.2292
H  -6.0022  0.6453  -1.0861
H  -6.4564  2.3428  -1.2374
H  -4.1417  2.7836  0.0378
H  -3.8122  1.1334  -0.4636
H  -5.4645  5.1441  -1.4000
H  -3.8494  4.7768  -0.7218
H  -4.0126  5.6320  -2.2550
H  2.2407  2.4779  2.6395
H  2.9247  1.1433  3.5356
H  4.2387  3.4584  2.2548
H  4.8748  2.3897  3.5520
H  4.9652  1.9461  1.8105
C  -1.6577  -6.1939  -2.7518
N  -0.9766  -7.4687  -3.1143
O  -0.1623  -7.9165  -2.3289
O  -1.2849  -7.9738  -4.1763
H  -1.2873  -5.8659  -1.7906
H  -1.4274  -5.4679  -3.5251
H  -2.7245  -6.3950  -2.7094
C  3.2338  -4.5345  3.1842
N  2.5339  -3.5458  2.3175
O  1.6966  -2.8352  2.8346
O  2.8596  -3.5276  1.1415
H  2.8479  -4.4434  4.1931
H  3.0335  -5.5220  2.7789
H  4.2908  -4.3089  3.1519
C  6.7213  0.0115  -1.0911
N  5.5388  0.6124  -1.7671
O  5.1908  0.1367  -2.8308
O  4.9971  1.5428  -1.2007
H  7.0947  -0.8000  -1.7050
H  7.4668  0.7938  -0.9823
H  6.3917  -0.3519  -0.1215
C  6.8925  -7.6587  3.2705
N  6.0271  -6.4626  3.4662
O  5.4115  -6.3735  4.5115
O  5.9954  -5.6523  2.5588
H  6.8201  -8.2849  4.1522
H  6.5317  -8.1817  2.3896
H  7.9090  -7.3051  3.1253
C  -2.4285  5.9404  -5.4282
N  -2.4661  7.4293  -5.4149
O  -1.5962  8.0095  -4.7918
O  -3.3685  7.9606  -6.0303
H  -1.5767  5.6115  -4.8432
H  -3.3547  5.5763  -4.9896
H  -2.3296  5.6213  -6.4613

=====

No. 3
A cluster of 6 separate species, C23H50N6O10 in total at a distorted geometry. Source: the Open Molecules 2025 dataset; level of theory: ωB97M-V with the def2-TZVPD basis set.

Summary:
ΔE to the lowest compared entry with this formula, charge and spin	1.502	eV
net charge	0
SMILES	CCOCNC(=O)OCCOC(C)=O.CNC(C)=O.CNC(C)=O.CNC(C)=O.CNC(C)=O.CNC(C)=O

Positions of all 89 atoms, in Å:
C  -1.3819  2.6446  -0.6607
C  -0.7391  1.3653  0.0670
O  -1.1152  0.0948  -0.5105
C  -2.2146  -0.5135  0.1925
N  -1.8257  -1.2552  1.4184
C  -2.0830  -0.5035  2.6392
O  -3.1507  0.1380  2.8578
O  -1.0473  -0.5618  3.6218
C  -1.5934  -0.3644  4.9465
C  -1.4846  1.2080  5.2895
O  -0.6508  1.8198  4.2725
C  -1.1295  3.0926  3.8672
C  -2.5926  3.3942  3.3095
O  -0.3103  4.0464  3.9386
H  -2.2090  3.1570  -0.0623
H  -1.7463  2.3907  -1.7157
H  -0.5354  3.4201  -0.7786
H  -0.9262  1.4591  1.1875
H  0.4027  1.4567  -0.0692
H  -2.6743  -1.2914  -0.5226
H  -3.0141  0.2827  0.3453
H  -2.1975  -2.2109  1.4469
H  -0.8857  -0.9049  5.6784
H  -2.6255  -0.8103  5.1076
H  -2.4888  1.7211  5.4549
H  -0.9083  1.3058  6.2845
H  -3.3693  3.0829  4.0969
H  -2.8267  2.8528  2.3386
H  -2.6829  4.5293  3.2199
C  1.2710  -4.6057  -1.6924
C  0.5227  -3.3870  -1.2249
O  -0.2813  -3.4257  -0.3006
N  0.7603  -2.2096  -1.8607
C  1.6616  -1.9540  -2.9629
H  0.9779  -5.4648  -1.0912
H  1.0301  -4.8153  -2.7371
H  2.3439  -4.4530  -1.5751
H  0.2212  -1.4378  -1.4889
H  2.3864  -1.1996  -2.6440
H  1.0781  -1.5591  -3.7974
H  2.1876  -2.8483  -3.2822
C  3.3231  -5.2000  -6.4375
C  2.5773  -3.9791  -5.9698
O  1.7755  -4.0199  -5.0461
N  2.8183  -2.8017  -6.6095
C  3.7206  -2.5506  -7.7127
H  3.0271  -6.0581  -5.8345
H  3.0808  -5.4106  -7.4814
H  4.3986  -5.0501  -6.3216
H  2.2826  -2.0281  -6.2416
H  4.4474  -1.7986  -7.3980
H  3.1395  -2.1565  -8.5493
H  4.2453  -3.4494  -8.0293
C  2.7704  4.3795  0.7020
C  1.6713  5.1148  -0.0161
O  0.9428  4.5629  -0.8326
N  1.4986  6.4335  0.2660
C  2.2482  7.2565  1.1906
H  2.7852  3.3403  0.3740
H  3.7376  4.8298  0.4686
H  2.5932  4.3999  1.7795
H  0.7437  6.8594  -0.2528
H  1.5552  7.6570  1.9335
H  2.6907  8.0846  0.6326
H  3.0348  6.6994  1.6945
C  -6.1362  2.2423  2.3306
C  -6.1943  3.4787  1.4734
O  -5.4849  4.4534  1.6857
N  -7.0723  3.4905  0.4329
C  -7.9874  2.4474  0.0221
H  -5.3939  2.3802  3.1157
H  -7.1067  2.0650  2.7994
H  -5.8445  1.3801  1.7272
H  -7.0556  4.3507  -0.0964
H  -7.7505  2.1679  -1.0068
H  -9.0032  2.8474  0.0578
H  -7.9232  1.5679  0.6589
C  5.0604  -6.0609  1.5400
C  3.9521  -5.3355  0.8240
O  3.2191  -5.8960  0.0209
N  3.7778  -4.0124  1.0951
C  4.5331  -3.1778  2.0041
H  5.0752  -7.1032  1.2222
H  6.0243  -5.6103  1.2937
H  4.8932  -6.0304  2.6188
H  3.0163  -3.5933  0.5789
H  3.8456  -2.7716  2.7493
H  4.9678  -2.3538  1.4338
H  5.3264  -3.7273  2.5063

=====

no.,frontier orbital gap (eV)
1,5.45
2,9.31
3,9.20